(1)
Here is a structure of composition C4H12Cl3CrN4O20 from the Open Molecules 2025 dataset. Energies are from the ωB97M-V functional and the def2-TZVPD basis.

ORCA input file:
```
! wB97M-V def2-TZVPD RIJCOSX def2/J DEFGRID3
* xyz -1 5
Cr -17.6496 21.8238 10.7931
Cl -15.5647 22.7390 8.0284
O -16.5178 23.2394 7.0650
O -16.2884 22.5753 9.2933
O -15.0496 21.4750 7.6019
O -14.5116 23.6774 8.2588
Cl -20.1274 20.8299 12.1758
O -19.1114 21.9240 12.3110
O -20.4489 20.3578 13.4740
O -21.2673 21.3907 11.5095
O -19.5167 19.8107 11.3619
Cl -14.5763 20.6335 12.1390
O -13.7515 21.8010 11.9985
O -15.9767 21.0796 12.1394
O -14.3655 19.7291 11.0423
O -14.3275 19.9778 13.3868
C -19.6187 22.5760 6.7050
N -19.1569 21.4211 7.5095
O -19.1037 20.3450 6.9570
O -18.8772 21.6341 8.6684
H -20.0713 22.1945 5.7998
H -18.7535 23.2036 6.4966
H -20.3018 23.1622 7.3121
C -20.0215 26.1179 10.7921
N -19.8880 24.9448 9.8962
O -19.2438 24.0088 10.3072
O -20.4862 24.9822 8.8396
H -19.2995 26.8573 10.4577
H -19.8608 25.8511 11.8289
H -21.0375 26.4885 10.6902
C -17.5801 17.8664 8.4834
N -17.1155 18.4087 9.7857
O -16.6289 17.6501 10.5853
O -17.1717 19.6191 9.9162
H -18.2934 18.5720 8.0809
H -17.9026 16.8427 8.6121
H -16.6950 17.9225 7.8473
C -14.8384 24.9210 12.2212
N -16.2950 24.8009 11.9616
O -16.7036 23.6795 11.7448
O -16.9630 25.8155 11.9192
H -14.6630 24.6856 13.2666
H -14.5591 25.9359 11.9645
H -14.3099 24.2100 11.5908
*
```

Löwdin population analysis, charges in e, atoms 1 to 6: 0.90 0.69 -0.35 -0.44 -0.31 -0.31

(2)
Here is a cluster of 40 separate species, H80O40 in total from the Open Molecules 2025 dataset. Energies are from the ωB97M-V functional and the def2-TZVPD basis.

ORCA input file:
```
! wB97M-V def2-TZVPD RIJCOSX def2/J DEFGRID3
* xyz 0 1
H -3.5892 1.8337 -0.3105
H -2.1869 2.2287 -0.1350
O -2.7314 1.3807 -0.2448
H 5.6780 3.3471 2.1753
H 4.2916 4.1691 2.3579
O 5.2174 4.1714 2.0582
H 0.3526 0.1030 4.2536
H 0.7597 1.0149 3.0001
O 0.5151 1.0192 3.9441
H -4.9827 -0.6956 -2.5197
H -5.0336 -1.1987 -1.0450
O -5.2839 -0.4434 -1.5008
H 0.0234 -2.8889 -3.2918
H 0.2913 -4.2859 -3.0810
O -0.1270 -3.7624 -3.7191
H -1.3795 -2.1360 -4.7396
O -2.1288 -2.6415 -5.1083
H -3.4959 -0.8754 -4.0334
O -4.1802 -1.3624 -3.4922
H -0.3989 3.1348 -1.5876
H -1.8359 3.8721 -1.8301
O -0.8123 3.9952 -1.7229
H -3.5235 -0.0139 0.7385
H -2.8306 -0.5119 2.0567
O -3.3135 -0.7554 1.3183
H -0.2175 -0.3413 -0.7337
H -1.1996 -0.9967 0.2593
O -1.0502 -0.9483 -0.6645
H 2.3005 0.6770 -2.0138
H 2.1145 2.1036 -2.1950
O 2.7928 1.5394 -1.7513
H -2.3194 -0.2636 4.3535
O -2.4293 0.3257 4.9917
H -5.6475 2.3665 -0.6805
H -5.9658 3.5342 0.0467
O -5.2649 3.2563 -0.6298
H -2.4768 0.2552 -2.1296
H -0.8824 0.4619 -1.9271
O -1.6263 0.4621 -2.5984
H 4.7411 -0.7754 0.7565
H 5.1878 -1.1935 -0.6584
O 4.8457 -1.5544 0.0995
H 0.1648 5.1439 2.6164
H 1.2362 5.6313 1.4509
O 0.7639 4.8475 1.8411
H -0.4765 3.7308 -3.9667
H 0.7754 3.0185 -3.6707
O 0.4963 3.8677 -4.0828
H -2.6304 5.5249 0.6850
H -3.2530 4.6178 -0.4585
O -2.6258 4.6418 0.2017
H -4.1094 4.2898 -3.3253
O -3.3809 4.4156 -2.6869
H 5.6632 -1.2659 2.8813
H 5.3144 -0.0520 3.8577
O 5.4536 -0.8585 3.7477
H 1.4081 -3.1955 1.1944
O 1.8569 -3.9984 1.3432
H 3.9822 -5.6628 0.7211
H 3.0931 -6.1830 -0.3962
O 3.9641 -5.7496 -0.2674
H -3.2962 1.7432 4.5055
H -3.3051 2.9526 3.4324
O -3.7377 2.2471 3.8832
H 5.4937 -0.8149 -2.0239
H 5.5877 -0.4980 -3.3472
O 6.0714 -0.5606 -2.6198
H 2.3847 -4.0076 -4.4716
H 2.8045 -4.5748 -3.1659
O 2.3841 -3.7226 -3.5077
H 0.3598 -0.9561 2.7496
H -0.5863 -2.1722 3.2503
O -0.5316 -1.2163 2.9440
H 2.5589 1.3293 4.3931
H 3.2279 2.5463 4.4932
O 3.5314 1.6209 4.6181
H 4.0319 -2.8839 -0.2052
H 4.0049 -2.2879 -1.5427
O 3.6124 -3.1537 -1.1616
H 2.4205 -3.5423 3.6085
H 1.7160 -2.1251 4.0118
O 2.6338 -2.6374 3.9431
H 1.1579 -0.7352 -6.8216
H 2.3157 -1.6559 -6.3500
O 2.0230 -0.7571 -6.3746
H -4.8316 2.5865 -3.7921
H -3.5759 2.0563 -3.3563
O -4.0609 2.5003 -4.1581
H 1.0556 -3.6293 -0.6732
O 1.2546 -4.4744 -1.2746
H 0.3787 2.8426 2.4516
H 0.3004 2.0181 1.2846
O 0.8563 2.3992 1.8805
H -2.7216 4.9195 -3.0860
H -2.0894 -3.6102 -4.8556
H 2.3155 -4.1661 0.5014
H -3.8217 -2.1925 -3.8696
H -2.1162 0.0278 5.8416
H 2.2453 -4.4035 -1.4638
O -0.2723 4.2016 4.3382
H -1.0356 4.5058 4.7785
H -0.5437 3.5804 3.7445
O 1.5946 0.0486 0.7943
H 2.3978 0.1340 1.2696
H 1.5380 0.7861 0.2695
O 2.2759 -0.7500 -3.2433
H 2.0069 -1.6434 -2.9950
H 2.5297 -0.4742 -4.0610
O -0.4764 -3.7843 2.7763
H -1.2229 -4.2516 2.6545
H 0.1936 -4.3369 2.5137
O -4.8522 -3.1244 2.5352
H -4.6296 -2.1946 2.2161
H -5.5091 -3.3744 1.9803
O 3.8242 0.2852 2.1928
H 4.2092 -0.0372 3.0694
H 3.7588 1.2009 2.2175
O -6.0519 -1.0513 1.4085
H -5.4386 -0.9767 0.6752
H -6.2433 -0.1266 1.4422
*
```

Löwdin population analysis, charges in e, atoms 1 to 6: 0.03 0.08 -0.08 0.02 0.04 -0.05

(3)
Here is the molecule C5H13N from the Open Molecules 2025 dataset. Energies are from the ωB97M-V functional and the def2-TZVPD basis.

ORCA input file:
```
! wB97M-V def2-TZVPD RIJCOSX def2/J DEFGRID3
* xyz 0 1
C -2.5439 0.0606 -0.6523
C -1.1553 -0.4602 -0.9258
N -0.1686 0.5595 -0.4336
C 0.7283 0.0713 0.6341
C 1.4530 -1.2143 0.2055
C 1.6835 1.0637 1.1945
H -2.4074 0.8533 0.0192
H -2.9773 0.4319 -1.6616
H -3.3128 -0.5765 -0.1670
H -0.9300 -0.6535 -2.0480
H -1.0816 -1.4309 -0.5217
H 0.2470 1.1523 -1.1362
H 0.0543 -0.1957 1.5776
H 1.8841 -1.7630 1.0079
H 2.3835 -1.0814 -0.3652
H 0.6444 -1.8262 -0.3136
H 2.5310 0.6269 1.6133
H 1.1399 1.7527 1.9108
H 2.0124 1.6662 0.3843
*
```

SMILES string: CCNC(C)C

Löwdin population analysis, charges in e, atoms 1 to 6: -0.11 -0.29 -0.05 -0.48 -0.08 -0.09

Ordered energy results: -117212.2925; -83189.2647; -6884.5192; unit eV.